134
Properties=species:S:1:pos:R:3 method="wB97M-V/def2-TZVPD" molar_mass_da=1028.64 total_energy_ha=-3751.49891 homo_lumo_gap_ev=6.437 charge=-1 e_homo_ev=-4.6
C 3.24965 2.29967 3.24953
O 2.63705 1.07025 3.57626
C 3.23133 -0.04864 2.93059
C 2.11562 -0.75591 2.08975
C 1.02501 -1.28542 3.08216
C 0.11778 -2.39611 2.42114
B -1.39458 -1.78035 2.33395
O -2.47659 -2.62707 1.80618
C -3.67172 -2.18730 2.45534
C -4.16493 -1.00639 1.58218
C -5.70774 -0.73484 1.62909
C -6.06475 0.69793 2.18048
C -6.40611 0.69024 3.69201
N -7.16223 1.90275 4.11317
C -3.18518 -1.79679 3.91492
P -3.34259 -3.09176 5.26149
O -4.66236 -2.61559 6.22749
I -1.38545 -2.65109 6.74704
O -1.80122 -1.67296 3.78628
H 2.44054 3.03817 3.08551
H 3.90568 2.26521 2.36471
H 3.83811 2.66905 4.11563
H 4.09064 0.19309 2.28086
H 3.54602 -0.77678 3.70452
H 1.61192 0.05573 1.52501
H 2.50776 -1.53889 1.42160
H 1.45705 -1.66443 4.02767
H 0.42661 -0.39974 3.35785
H 0.55009 -2.68559 1.44102
H 0.09788 -3.28286 3.08970
H -1.42536 -0.62861 1.94858
H -4.32128 -3.07693 2.33187
H -3.63934 -0.06748 1.82544
H -3.91250 -1.24549 0.53489
H -6.27286 -1.49762 2.19591
H -6.08212 -0.73599 0.58703
H -6.96733 1.04262 1.63967
H -5.22618 1.36057 1.91057
H -5.50655 0.62482 4.32853
H -7.04996 -0.18383 3.89152
H -6.54552 2.51769 4.62243
H -7.50453 2.35343 3.27506
H -3.69972 -0.84946 4.20656
H -4.38692 -2.80475 7.12638
C -6.71300 2.50336 -3.62202
C -5.97096 3.69962 -3.06090
O -5.20989 3.34903 -1.90134
C -4.07170 2.69531 -2.14439
O -3.64259 2.40219 -3.22819
O -3.50513 2.41178 -0.97524
C -2.31493 1.62298 -1.08104
H -7.32544 2.03569 -2.84887
H -7.35564 2.80437 -4.45120
H -6.01991 1.74397 -3.98467
H -6.68768 4.45457 -2.73817
H -5.32881 4.16280 -3.81196
H -1.59355 2.08358 -1.75532
H -2.56537 0.61672 -1.41653
H -1.87162 1.55810 -0.09012
C 4.46077 3.29250 -3.10778
C 3.81474 3.27867 -1.73645
O 2.53316 2.64670 -1.76644
C 2.55831 1.31288 -1.82291
O 3.54283 0.62517 -1.83727
O 1.30039 0.88242 -1.87325
C 1.17621 -0.53438 -2.02681
H 3.79082 3.74554 -3.84088
H 5.39579 3.85445 -3.08642
H 4.67700 2.28076 -3.45124
H 3.64086 4.30205 -1.40438
H 4.45676 2.80123 -0.99406
H 1.73618 -1.06354 -1.25753
H 1.51209 -0.83504 -3.01973
H 0.12369 -0.78718 -1.92216
C -10.84154 5.28177 -8.07491
C -10.43790 3.82087 -8.08359
O -9.24360 3.60996 -8.84536
C -8.11228 3.96977 -8.23960
O -8.01476 4.43169 -7.13670
O -7.10471 3.74538 -9.08338
C -5.83536 4.17826 -8.59146
H -10.92681 5.66050 -9.09510
H -11.79757 5.41273 -7.56669
H -10.09669 5.89333 -7.56561
H -11.21493 3.23022 -8.56805
H -10.31727 3.43089 -7.07180
H -5.62496 3.75061 -7.61215
H -5.80338 5.26673 -8.54671
H -5.08062 3.83212 -9.29358
C -3.93001 -6.61084 -1.70528
C -3.35446 -5.46694 -0.89272
O -2.59418 -4.57263 -1.71386
C -3.30928 -3.74136 -2.46410
O -4.50757 -3.66909 -2.50493
O -2.45937 -2.99912 -3.18089
C -3.10156 -2.11775 -4.09955
H -3.13963 -7.12350 -2.25770
H -4.43113 -7.32878 -1.05460
H -4.65286 -6.25025 -2.43811
H -2.66379 -5.85874 -0.14787
H -4.13084 -4.92130 -0.35589
H -3.83680 -1.49071 -3.59665
H -3.57224 -2.68945 -4.90000
H -2.33241 -1.47866 -4.52787
C 8.71569 2.54755 5.25490
C 8.25002 1.10562 5.29768
O 7.39418 0.79748 4.19306
C 8.00828 0.61306 3.02677
O 9.19409 0.67170 2.83015
O 7.07633 0.37401 2.10844
C 7.58673 0.25205 0.78064
H 7.86070 3.22264 5.18957
H 9.29294 2.79118 6.14782
H 9.34095 2.73443 4.38142
H 7.65659 0.94010 6.19606
H 9.09152 0.41136 5.33262
H 8.37941 -0.49360 0.73037
H 7.94804 1.21880 0.42890
H 6.76366 -0.06856 0.14588
C 11.52929 -5.95865 2.01515
C 11.62273 -5.53354 3.46693
O 12.25116 -4.25415 3.60056
C 11.48099 -3.20843 3.29172
O 10.33579 -3.25499 2.93624
O 12.21065 -2.10388 3.43398
C 11.52503 -0.90776 3.04164
H 12.51358 -5.92765 1.54405
H 11.12973 -6.97044 1.93627
H 10.88048 -5.28959 1.45000
H 12.24901 -6.23800 4.01410
H 10.64339 -5.52829 3.94789
H 10.57704 -0.81296 3.55215
H 11.37928 -0.89973 1.96221
H 12.15473 -0.06442 3.31734

=====

144
Properties=species:S:1:pos:R:3 method="wB97M-V/def2-TZVPD" molar_mass_da=1285.35 total_energy_ha=-6486.58157 homo_lumo_gap_ev=8.652 e_homo_ev=-9.3 smiles="CC(=O)N(C)CCCC[C@](I)(C#N)[C@](C#N)(CC=O)OC#N.CCOS(C)(=O)=O.CCOS(C)(=O)=O.CCOS(C)(=O)=O.CCOS(C)(=O)=O.CCOS(C)(=O)=O.CCOS(C)(=O)=O.CCOS(C)(=O)=O"
C -0.22897 5.54216 1.93695
C -0.90610 4.79134 0.64622
O -1.62725 5.55847 -0.21470
N -0.83192 3.31610 0.31635
C -1.90016 2.64652 1.15235
C 0.54651 2.73568 0.54322
C 0.84329 1.62043 -0.62087
C 2.14770 1.92773 -1.56489
C 2.25284 3.46641 -2.12714
C 1.63796 3.68660 -3.63063
I -0.57190 3.38003 -3.55589
C 2.21407 2.61719 -4.74502
N 2.54362 1.70080 -5.63057
C 1.84538 5.18719 -4.25673
C 1.80230 4.99569 -5.91767
N 1.83304 4.71221 -7.20389
C 3.29016 5.88764 -3.92723
C 3.26846 7.53188 -4.23317
O 3.02994 8.29927 -3.14094
O 0.71369 6.08158 -3.86820
C 0.09244 6.66234 -5.10241
N -0.67403 7.09551 -6.04719
H 0.70456 4.95090 2.32708
H -1.02443 5.69323 2.81372
H 0.10919 6.62484 1.63083
H -2.70085 2.04296 0.53622
H -1.50291 1.96663 2.01809
H -2.50581 3.52668 1.68288
H 1.30821 3.62381 0.58875
H 0.62519 2.18877 1.60146
H 1.08247 0.60026 -0.04895
H -0.11597 1.36678 -1.28477
H 3.11835 1.73423 -0.89741
H 2.17136 1.09958 -2.39836
H 3.41871 3.71843 -2.17364
H 1.77840 4.28230 -1.43513
H 4.06079 5.45113 -4.72391
H 3.65473 5.78634 -2.81992
H 3.49409 7.98578 -5.30247
C -6.55853 1.25416 -3.26644
C -7.34081 1.80933 -2.09153
O -7.50412 0.83705 -1.06445
S -6.21508 0.45479 -0.14443
C -7.07258 -0.49677 1.08308
O -5.70642 1.66130 0.47785
O -5.35751 -0.44280 -0.88914
H -5.52817 1.02294 -2.98432
H -6.52464 1.97797 -4.08689
H -7.01156 0.32572 -3.62868
H -6.86942 2.71322 -1.69152
H -8.34319 2.08975 -2.42917
H -7.75215 0.15628 1.63287
H -6.32657 -0.91735 1.76072
H -7.61813 -1.30227 0.58788
C 4.66528 5.82945 -10.84779
C 4.85730 5.02908 -9.57377
O 6.23039 4.95164 -9.20560
S 6.94546 6.27928 -8.58895
C 8.45289 5.51128 -8.05474
O 6.20672 6.71140 -7.41884
O 7.26347 7.18595 -9.67177
H 4.93790 6.87803 -10.70338
H 3.62010 5.79873 -11.17157
H 5.29863 5.43738 -11.65002
H 4.26323 5.44181 -8.75160
H 4.51200 4.00402 -9.73938
H 8.22950 4.79626 -7.26139
H 9.11195 6.29607 -7.67746
H 8.91881 5.01607 -8.90877
C 8.50465 -0.95623 -0.43649
C 8.05621 -1.33880 0.96105
O 7.14348 -0.38689 1.49740
S 5.62143 -0.35740 0.91715
C 4.92638 0.73749 2.12779
O 5.02799 -1.66934 1.08530
O 5.61962 0.32606 -0.35900
H 7.67265 -0.99128 -1.14447
H 9.27791 -1.64188 -0.79725
H 8.89911 0.06488 -0.45016
H 7.61670 -2.34171 0.97698
H 8.92655 -1.35662 1.62408
H 4.95152 0.25355 3.10541
H 3.89384 0.94353 1.83792
H 5.50058 1.66588 2.13527
C 5.25590 -4.74997 -1.58185
C 4.19358 -4.93971 -0.51599
O 2.89247 -5.04043 -1.08511
S 2.48889 -6.41388 -1.86288
C 0.75533 -6.08359 -2.04509
O 2.65357 -7.53368 -0.95704
O 3.08883 -6.39996 -3.18030
H 5.33821 -5.63176 -2.22246
H 6.23605 -4.57670 -1.12635
H 5.00821 -3.90178 -2.22812
H 4.40750 -5.81434 0.10731
H 4.18784 -4.06640 0.14333
H 0.29021 -6.05435 -1.05849
H 0.32239 -6.89068 -2.63988
H 0.62993 -5.13234 -2.56575
C -5.00430 -8.25534 -1.58935
C -4.81227 -9.05570 -0.31533
O -3.43919 -9.13314 0.05285
S -2.72412 -7.80551 0.66950
C -1.21669 -8.57351 1.20370
O -3.46286 -7.37339 1.83961
O -2.40611 -6.89883 -0.41333
H -4.73168 -7.20675 -1.44493
H -6.04948 -8.28606 -1.91312
H -4.37094 -8.64741 -2.39158
H -5.40635 -8.64298 0.50684
H -5.15758 -10.08077 -0.48094
H -1.44008 -9.28852 1.99705
H -0.55763 -7.78871 1.58098
H -0.75077 -9.06872 0.34967
C -5.17545 1.46800 3.54752
C -4.65860 2.42002 4.60917
O -4.46403 1.75953 5.85528
S -3.19405 0.75086 6.00997
C -3.29254 0.51164 7.76514
O -1.97619 1.47782 5.70998
O -3.51333 -0.50651 5.36751
H -4.43343 0.70320 3.30419
H -5.41259 2.00727 2.62495
H -6.07331 0.94872 3.89770
H -3.73381 2.91032 4.28731
H -5.40047 3.20685 4.77635
H -3.08980 1.45850 8.26804
H -2.54037 -0.22943 8.04381
H -4.28804 0.14024 8.01557
C -4.62475 -3.55084 12.35937
C -4.66970 -4.82804 11.54248
O -5.02289 -4.57115 10.18742
S -3.91555 -3.87812 9.21392
C -4.77324 -4.10617 7.67772
O -2.72005 -4.69804 9.20221
O -3.86793 -2.45870 9.49438
H -3.82295 -2.89000 12.02010
H -4.44855 -3.77247 13.41673
H -5.56402 -2.99683 12.26300
H -3.71776 -5.36690 11.59438
H -5.43843 -5.48932 11.95380
H -4.85132 -5.17364 7.46565
H -4.19485 -3.60989 6.89555
H -5.76137 -3.64846 7.75367